(1)
Here is a cluster of 3 separate species, C3H9NO2S2 in total at a distorted geometry from OMol25. Energies are from ωB97M-V/def2-TZVPD.

Structure (ORCA input):
```
! RIJCOSX wB97M-V def2-TZVPD def2/J DEFGRID3
* xyz 0 1
S -3.82375 1.30833 -0.97496
S -2.27999 -1.03980 1.07324
C -1.38392 -0.73935 -0.41725
C -0.02590 -1.12495 -0.57470
C 0.99153 -0.43921 0.17038
N 2.05848 -1.26622 0.52037
O 0.99795 0.79686 0.54527
H -4.49254 2.43592 -0.92219
H -1.53412 0.33150 -0.74942
H -1.96952 -1.33285 -1.15387
H 0.31437 -2.04238 -1.07501
H -3.13812 -0.20335 0.69746
H 2.07103 -2.21908 0.22223
H 2.79903 -0.85583 1.06740
H 2.44853 1.75254 0.40909
H 3.53815 2.79260 0.66311
O 3.42880 1.84527 0.49884
*
```

Summary:
HOMO: -0.2929 Eh
Kohn-Sham gap: 3.78 eV
relative energy (zero: lowest compared OMol25 entry of this formula, charge and spin): 559.9 kJ/mol
max |F|: 5.038 eV/Å

***

(2)
Here is a cluster of 2 separate species, C3H9NO3 in total at a distorted geometry from OMol25. Energies are from ωB97M-V/def2-TZVPD.

Structure (ORCA input):
```
! RIJCOSX wB97M-V def2-TZVPD def2/J DEFGRID3
* xyz 0 1
C -1.30863 1.21254 1.89109
C -1.11393 0.23065 0.72051
N 0.33114 -0.13251 0.69783
C -1.40190 0.88820 -0.60853
O -1.74049 0.25826 -1.57690
O -1.00130 2.17380 -0.69967
H -2.21748 1.77527 1.80087
H -0.43859 1.85728 1.85514
H -1.25299 0.78718 2.85123
H -1.79645 -0.59769 0.90391
H 0.44999 -0.80496 -0.06238
H 0.37405 -0.75175 1.50774
H -0.95534 2.32745 -1.65758
O 4.18786 -3.36809 -2.33169
H 4.45738 -3.03332 -3.18881
H 3.42667 -2.82232 -2.10278
*
```

Summary:
HOMO: -0.3839 Eh
Kohn-Sham gap: 10.97 eV
SMILES: C[C@H](N)C(=O)O.O
relative energy (zero: lowest compared OMol25 entry of this formula, charge and spin): 98.5 kJ/mol
max |F|: 1.773 eV/Å

***

(3)
Here is a structure of composition C3H9NO3 at a distorted geometry from OMol25. Energies are from ωB97M-V/def2-TZVPD.

Structure (ORCA input):
```
! RIJCOSX wB97M-V def2-TZVPD def2/J DEFGRID3
* xyz 0 1
C 0.36060 0.91169 -0.32251
C -0.63210 -0.76580 1.08258
C -0.20793 -0.95142 -0.25144
N 0.97207 1.07963 -1.60106
O -0.80431 1.66465 -0.25924
O 1.34074 1.22919 0.61023
O -1.22210 -2.49049 0.88877
H -0.62149 2.53446 -0.65154
H 1.01177 1.87747 1.24292
H -0.82395 -3.02599 1.58775
H 0.39931 0.71182 -2.34862
H 1.89550 0.66836 -1.64265
H 0.13055 -0.77518 1.85513
H -1.54895 -0.21150 1.24863
H 0.71769 -1.48887 -0.41629
H -0.96739 -0.96802 -1.02267
*
```

Summary:
HOMO: -0.2981 Eh
Kohn-Sham gap: 8.68 eV
relative energy (zero: lowest compared OMol25 entry of this formula, charge and spin): 415.1 kJ/mol
max |F|: 6.330 eV/Å

***

(4)
Here is a cluster of 2 separate species, C3H9NO3 in total at a distorted geometry from OMol25. Energies are from ωB97M-V/def2-TZVPD.

Structure (ORCA input):
```
! RIJCOSX wB97M-V def2-TZVPD def2/J DEFGRID3
* xyz 0 1
C 2.49187 0.63843 -1.02659
N 2.05258 -0.09535 0.19448
C 0.59410 -0.09193 0.40843
C -0.24841 -1.29464 0.13126
O -0.00786 -2.44019 0.42575
O -1.33294 -0.95702 -0.58635
H 1.92683 1.56576 -1.08081
H 2.23812 0.10549 -1.94888
H 3.55647 0.75877 -0.86188
H 2.43653 -1.01318 0.12506
H 0.12988 0.78177 -0.03592
H 0.57886 0.12473 1.48583
H -1.85284 -1.71599 -0.87336
O -2.90370 3.12921 0.70421
H -3.17648 3.39642 -0.20323
H -1.98988 3.33150 0.83053
*
```

Summary:
HOMO: -0.3358 Eh
Kohn-Sham gap: 9.69 eV
SMILES: CNCC(=O)O.O
relative energy (zero: lowest compared OMol25 entry of this formula, charge and spin): 147.3 kJ/mol
max |F|: 2.159 eV/Å

***

(5)
Here is a structure of composition C3H9NO3 at a distorted geometry from OMol25. Energies are from ωB97M-V/def2-TZVPD.

Structure (ORCA input):
```
! RIJCOSX wB97M-V def2-TZVPD def2/J DEFGRID3
* xyz 0 1
C -0.02590 1.81122 -2.02196
N 0.13826 1.99936 -0.57313
C -0.23560 0.73608 0.04231
C -1.61792 0.44987 0.06655
O 1.23691 -1.71112 2.20653
O -2.54039 1.32036 -0.14579
H -1.03578 1.37768 -2.11550
H 0.73582 1.12963 -2.44297
H 0.02910 2.77927 -2.52217
H 1.00316 2.36188 -0.24919
H 0.53302 0.24453 0.57343
H -1.92290 -0.53336 0.45549
H 1.01367 -1.79646 3.18279
H 0.85272 -2.63662 1.58092
H 1.23272 -4.12567 1.07085
O 0.60310 -3.40665 0.89184
*
```

Summary:
HOMO: -0.2834 Eh
Kohn-Sham gap: 3.34 eV
relative energy (zero: lowest compared OMol25 entry of this formula, charge and spin): 768.9 kJ/mol
max |F|: 6.359 eV/Å

***

(6)
Here is a cluster of 2 separate species, C3H9NO3 in total at a distorted geometry from OMol25. Energies are from ωB97M-V/def2-TZVPD.

Structure (ORCA input):
```
! RIJCOSX wB97M-V def2-TZVPD def2/J DEFGRID3
* xyz 0 1
C 0.18879 -0.06550 -1.69580
C 0.54101 0.69791 -0.49182
N -0.10846 2.07529 -0.38586
C 0.55832 -0.12594 0.68796
O 0.84358 -1.30357 0.68991
O 0.41257 0.46244 1.88111
H 0.94154 -0.83931 -1.86592
H -0.71729 -0.68490 -1.63298
H 0.28585 0.62753 -2.55760
H 1.67577 0.91467 -0.65016
H 0.13892 2.61638 0.46756
H 0.27041 2.57307 -1.08776
H 0.38632 -0.39421 2.42328
O -2.10177 -2.21920 1.16636
H -1.10063 -2.36199 0.93529
H -2.21494 -1.97268 2.11643
*
```

Summary:
HOMO: -0.3618 Eh
Kohn-Sham gap: 10.38 eV
SMILES: C[C@@H](N)C(=O)O.O
relative energy (zero: lowest compared OMol25 entry of this formula, charge and spin): 151.9 kJ/mol
max |F|: 4.690 eV/Å

***

(7)
Here is the ion C3H9NO3PS with charge -1 at a distorted geometry from OMol25. Energies are from ωB97M-V/def2-TZVPD.

Structure (ORCA input):
```
! RIJCOSX wB97M-V def2-TZVPD def2/J DEFGRID3
* xyz -1 1
C -1.44419 -1.24542 0.93739
C -1.22806 -0.54932 -0.35274
C -0.07663 0.40077 -0.39526
N -0.06793 0.91320 -1.82403
S -0.27223 1.99430 0.59164
P 1.56290 -0.27402 0.26635
O 1.80573 -1.46736 -0.56884
O 1.51538 -0.19181 1.77904
O 2.55000 0.85657 -0.24686
H -2.22998 -2.05603 0.87658
H -0.41539 -1.58139 1.17480
H -1.66794 -0.55567 1.76433
H -2.09483 0.00989 -0.69222
H -0.73364 -1.29393 -1.01679
H 0.22033 0.22901 -2.39792
H 0.27946 1.86417 -2.02734
H 0.05747 1.42281 1.74062
H 2.23955 1.52422 0.39125
*
```

Summary:
HOMO: -0.1731 Eh
Kohn-Sham gap: 8.00 eV
SMILES: CC[C@@](N)(S)[P@](=O)([O-])O
relative energy (zero: lowest compared OMol25 entry of this formula, charge and spin): 29.2 kJ/mol
max |F|: 4.662 eV/Å

***

(8)
Here is a cluster of 4 separate species, C3H9NO3S in total at a distorted geometry from OMol25. Energies are from ωB97M-V/def2-TZVPD.

Structure (ORCA input):
```
! RIJCOSX wB97M-V def2-TZVPD def2/J DEFGRID3
* xyz 0 1
C 2.33127 -0.24534 0.58326
C 1.41738 -1.19554 -0.22138
C 0.22274 -0.58013 -1.00726
H 3.79295 1.65330 -0.61271
H 1.39196 2.34626 0.24926
H 1.76258 -0.12752 1.67941
H 3.24139 -0.79432 0.81853
H 1.26403 -2.20427 0.31701
H 2.10444 -1.47663 -1.19584
H 0.53110 0.32631 -1.54393
H -0.08114 -1.33141 -1.65149
H -2.16406 2.04097 0.31278
N 2.50641 1.04700 -0.28010
O -0.76706 1.51622 0.44732
O -2.29662 0.06896 -0.80819
O -1.18529 -0.96521 1.19686
S -1.20154 -0.03722 0.04825
*
```

Summary:
HOMO: -0.3343 Eh
Kohn-Sham gap: 7.66 eV
relative energy (zero: lowest compared OMol25 entry of this formula, charge and spin): 1058.6 kJ/mol
max |F|: 5.663 eV/Å

***

(9)
Here is a cluster of 2 separate species, C3H9NO4 in total at a distorted geometry from OMol25. Energies are from ωB97M-V/def2-TZVPD.

Structure (ORCA input):
```
! RIJCOSX wB97M-V def2-TZVPD def2/J DEFGRID3
* xyz 0 1
C 1.96058 -1.32932 0.28994
C 1.92859 0.11116 -0.15524
O 2.68642 0.59860 -0.95840
O 1.17725 0.95143 0.59792
H 1.02303 -1.81510 0.02319
H 2.10278 -1.40013 1.36767
H 2.77589 -1.84865 -0.20643
H 0.53387 0.43408 1.12247
N -1.31367 -1.09471 -0.48374
O -1.20133 -0.12374 0.54563
C -1.85059 1.16877 0.21959
O -1.34336 1.71721 -0.93099
H -2.25913 -1.47568 -0.43988
H -1.20721 -0.60072 -1.37319
H -1.68626 1.78506 1.10990
H -2.92095 0.98507 0.07034
H -0.40592 1.93666 -0.79879
*
```

Summary:
HOMO: -0.3747 Eh
Kohn-Sham gap: 10.92 eV
SMILES: CC(=O)O.NOCO
relative energy (zero: lowest compared OMol25 entry of this formula, charge and spin): 183.2 kJ/mol
max |F|: 2.028 eV/Å

***

(10)
Here is the ion C3H9NO4P with charge +1 from OMol25. Energies are from ωB97M-V/def2-TZVPD.

Structure (ORCA input):
```
! RIJCOSX wB97M-V def2-TZVPD def2/J DEFGRID3
* xyz 1 1
O 1.54351 -1.85919 0.07100
P 1.76943 -0.43071 0.20753
O 3.00328 0.13360 -0.57349
O 1.80580 0.14946 1.69927
C 0.29336 0.53808 -0.34717
N -0.79703 0.40443 0.71592
C -2.04156 0.22528 -0.11787
C -1.45694 -0.70893 -1.15703
O -0.26060 -0.00303 -1.51220
H 3.18301 1.07864 -0.56328
H 2.28614 -0.40677 2.32563
H 0.49164 1.60075 -0.50740
H -0.62505 -0.44976 1.25346
H -0.82611 1.18224 1.37465
H -2.89721 -0.09782 0.46581
H -2.21639 1.19602 -0.57966
H -1.18152 -1.67650 -0.72206
H -2.07377 -0.87580 -2.03312
*
```

Summary:
HOMO: -0.5433 Eh
Kohn-Sham gap: 11.29 eV
SMILES: O=P(O)(O)[C@@H]1[NH2+]CCO1
max |F|: 0.388 eV/Å

***

Here are the calculated LUMO numbers, same order: -4.19; 0.52; 0.57; 0.55; -4.37; 0.53; 3.29; -1.44; 0.73; -3.50 (eV).
Here are the calculated DFT total energy numbers, same order: -30507.5613; -10889.5601; -10886.2794; -10889.0551; -10882.6125; -10889.0075; -31017.4938; -21714.6583; -12935.5056; -22220.9939 (eV).